{"formula": "C5H8N2", "method": "the ωB97M-V functional and the def2-TZVPD basis", "elements": ["H", "C", "C", "H", "H", "H", "N", "H", "H", "H", "N", "C", "C", "C", "H"], "coordinates": [[0.07, 1.23, -1.08], [-2.20, -0.21, -0.41], [2.67, 0.28, 0.05], [-2.32, -0.79, -1.33], [0.66, -0.37, -1.55], [-2.88, -0.61, 0.34], [0.79, -0.05, 1.62], [3.45, 0.38, 0.79], [2.98, 0.18, -0.99], [-1.15, -0.63, 2.13], [-0.83, -0.31, 0.05], [1.38, 0.20, 0.36], [0.30, 0.22, -0.71], [-0.44, -0.34, 1.36], [-2.50, 0.83, -0.62]], "smiles": "C=C1CN(C)C=N1", "homo_lumo_gap_ev": 8.73, "total_charge": 0, "homo_ev": -7.9, "e_above_lowest_ev": 1.154}

---

{"formula": "C7H6Cl2N2O4", "method": "the ωB97M-V functional and the def2-TZVPD basis", "elements": ["C", "H", "O", "O", "C", "N", "H", "C", "C", "H", "C", "H", "H", "O", "C", "Cl", "Cl", "O", "C", "N", "H"], "coordinates": [[1.09, -0.08, -1.23], [1.52, 0.22, -2.12], [-2.64, -1.21, 1.46], [-2.59, -2.13, -0.46], [-0.93, -0.63, 0.14], [-2.08, -1.43, 0.41], [2.09, -0.15, 1.94], [-0.28, -0.62, -1.23], [-0.03, -0.58, 1.28], [-0.63, -0.88, 2.18], [-1.84, 1.19, 0.25], [-2.51, 1.14, 1.08], [-0.86, -0.32, -2.06], [3.54, 1.04, -1.30], [1.81, 0.14, -0.14], [-2.74, 1.58, -1.19], [-0.66, 2.36, 0.59], [3.50, 1.43, 0.86], [1.27, -0.26, 1.17], [3.12, 0.92, -0.17], [-0.18, -1.72, -1.46]], "homo_lumo_gap_ev": [5.38, 7.41], "spin_multiplicity": 3, "total_charge": 0, "homo_ev": [-6.6, -10.9], "e_above_lowest_ev": 0.000}

---

{"formula": "C28H52CaClF3N3O14S", "method": "the ωB97M-V functional and the def2-TZVPD basis", "elements": ["H", "H", "C", "H", "C", "C", "H", "H", "H", "C", "H", "H", "C", "Ca", "S", "H", "H", "H", "O", "H", "C", "O", "C", "H", "C", "C", "H", "C", "H", "C", "O", "H", "H", "H", "H", "H", "C", "O", "H", "C", "F", "F", "C", "F", "C", "H", "O", "C", "H", "H", "H", "C", "C", "H", "O", "H", "H", "H", "O", "O", "O", "N", "C", "H", "H", "H", "C", "H", "H", "C", "Cl", "H", "N", "H", "O", "H", "C", "H", "H", "O", "H", "C", "H", "C", "H", "C", "N", "H", "H", "H", "O", "C", "O", "H", "H", "H", "C", "H", "O", "H", "H", "H", "C"], "coordinates": [[3.64, 0.01, 0.38], [8.45, -4.82, -4.68], [7.61, -4.27, -5.13], [-2.38, -2.04, -0.83], [1.44, -0.39, 1.70], [-2.09, 3.41, 2.72], [0.32, -0.45, -0.22], [-3.95, -1.42, -5.98], [-3.11, 2.86, -0.16], [-0.30, 1.29, 1.03], [7.41, -0.83, 1.42], [-0.41, 4.02, 7.89], [2.73, 0.21, 2.33], [2.18, -2.73, -0.22], [7.20, -3.17, -2.79], [-5.01, -0.11, -3.44], [4.82, 2.38, 3.41], [-5.64, -1.40, -5.45], [-2.21, -2.88, -0.40], [3.63, 4.05, 1.56], [-6.29, 1.16, -1.11], [8.39, -3.78, -2.26], [-0.74, 0.22, -3.62], [5.26, 2.16, 1.12], [-1.09, 1.99, -0.11], [0.77, 0.29, 0.48], [6.02, -5.57, -4.21], [-0.51, 0.77, 7.27], [7.02, -1.33, -1.36], [-2.00, 0.25, -4.49], [-3.01, -0.16, -3.73], [-0.97, 0.70, 1.70], [5.54, -4.57, -5.65], [-1.60, 1.20, -0.68], [-2.32, -3.68, 1.49], [-1.51, 3.37, 5.74], [-1.13, 1.34, 6.19], [5.90, -3.69, -2.49], [-1.65, 2.90, 3.62], [-2.19, 2.96, 0.46], [0.39, 0.30, -4.32], [-0.67, -0.91, -2.88], [-8.16, 1.95, -2.04], [-0.74, 1.25, -2.76], [-4.34, -0.14, -4.29], [-4.70, 3.52, 2.03], [6.97, -0.62, 0.60], [-0.51, 3.00, 7.56], [3.95, 2.22, -0.05], [-4.42, -2.28, -4.52], [-1.82, 3.99, 0.36], [-3.97, -2.32, 1.18], [-2.52, -2.72, 0.99], [-9.00, 1.96, -2.73], [2.14, -2.93, 3.60], [-4.63, -3.07, 0.75], [4.84, -0.01, 1.68], [2.54, 0.87, 3.18], [3.22, -1.03, 3.04], [-2.58, 2.59, 1.77], [-2.12, 4.59, 2.72], [4.05, 3.03, 3.33], [2.36, -2.05, 2.92], [-4.50, 0.77, -4.87], [-1.58, 0.91, 5.31], [-6.06, 2.75, 0.39], [4.17, 2.01, 1.02], [7.93, -3.96, -6.12], [0.69, -0.34, 2.51], [3.49, 3.03, 1.96], [5.68, -6.83, -3.19], [-7.23, 0.18, -2.73], [-1.12, 2.70, 6.37], [-5.10, -2.18, -1.52], [-2.06, 0.62, -5.62], [8.18, -1.03, -2.69], [-6.62, 2.31, -0.44], [-5.46, 0.49, -0.97], [0.40, 1.72, 9.08], [7.35, -3.07, -4.39], [-4.17, -1.37, 0.67], [-0.12, 1.82, 8.14], [1.55, 0.86, -0.07], [3.91, 0.50, 1.35], [-4.21, -2.20, 2.24], [-4.61, -1.38, -5.11], [-7.23, 0.95, -2.09], [0.24, 2.03, 1.65], [-0.35, -0.29, 7.42], [-0.40, 2.60, -0.71], [-5.26, 3.09, 1.38], [-7.81, 2.81, -1.03], [1.76, -1.81, 1.61], [6.57, -6.00, -5.89], [3.30, 2.79, 3.98], [-8.35, 3.70, -0.75], [7.21, -1.45, -2.43], [-1.85, -1.97, 1.42], [-5.67, -1.52, -1.94], [6.41, -0.97, -3.00], [-6.37, -1.37, -1.29], [2.40, 2.84, 1.98], [6.37, -5.15, -5.24]], "homo_lumo_gap_ev": 2.36, "total_charge": -1, "homo_ev": -4.5}

---

{"formula": "C23H16ILiN5O2", "method": "the ωB97M-V functional and the def2-TZVPD basis", "elements": ["H", "O", "Li", "H", "C", "C", "H", "C", "C", "C", "I", "H", "C", "N", "N", "N", "C", "C", "H", "H", "N", "C", "C", "H", "C", "H", "H", "C", "H", "O", "C", "H", "C", "C", "H", "C", "N", "H", "H", "C", "C", "H", "C", "C", "H", "C", "C", "C"], "coordinates": [[0.43, 5.26, 0.01], [1.11, -3.92, 0.12], [-0.05, -0.06, -0.05], [-4.52, -1.03, 0.01], [-1.62, 4.57, 0.01], [-4.12, -3.14, 0.02], [3.51, -3.49, -0.02], [-2.42, 3.45, -0.03], [4.57, -1.61, 0.00], [-2.70, 0.96, -0.08], [-0.45, -3.04, 5.13], [-2.05, 5.57, 0.07], [0.26, 3.12, -0.16], [-0.13, -1.98, -0.28], [-1.97, -0.13, -0.20], [2.03, -0.50, -0.14], [3.10, 0.26, -0.07], [-0.14, -1.12, 2.79], [-3.42, -5.17, 0.07], [0.28, 2.09, 4.78], [0.07, 0.02, 2.16], [3.45, -2.41, -0.05], [-0.24, 4.41, -0.04], [0.37, 2.02, 2.28], [0.22, 1.13, 2.86], [-0.06, -0.07, 6.00], [5.56, -2.04, 0.05], [-1.42, -2.43, -0.19], [5.24, 0.44, 0.05], [-3.92, 1.11, 0.08], [4.40, -0.23, 0.00], [-1.03, -4.53, -0.09], [-0.18, -1.19, 4.17], [0.96, -2.70, -0.10], [2.92, 1.33, -0.05], [-0.03, -0.04, 4.92], [-0.50, 2.04, -0.21], [-5.16, -3.42, 0.09], [-0.26, -1.99, 2.16], [-1.82, 2.18, -0.12], [-2.42, -1.42, -0.15], [-3.49, 3.50, 0.01], [2.18, -1.83, -0.12], [-3.14, -4.12, 0.00], [1.32, 2.94, -0.21], [-3.76, -1.80, -0.04], [0.16, 1.16, 4.24], [-1.80, -3.77, -0.10]], "homo_lumo_gap_ev": 5.66, "total_charge": -1, "homo_ev": -3.4}

---

{"formula": "C4H7NO", "method": "the ωB97M-V functional and the def2-TZVPD basis", "elements": ["H", "H", "H", "C", "N", "H", "H", "O", "C", "H", "C", "H", "C"], "coordinates": [[0.08, 0.83, -2.24], [1.70, -1.18, -1.03], [-1.96, -1.31, 0.59], [0.68, 0.64, -0.11], [-0.20, -0.51, -0.19], [1.87, -0.98, 0.76], [-1.56, 0.28, 1.18], [-0.82, 2.25, -1.15], [-1.12, -0.69, 0.93], [0.78, 1.18, 0.83], [1.31, -0.69, -0.14], [-0.66, -1.13, 1.83], [-0.08, 1.30, -1.27]], "smiles": "CN1C[C@H]1C=O", "homo_lumo_gap_ev": 10.34, "total_charge": 0, "homo_ev": -9.4, "e_above_lowest_ev": 3.151}

---

{"formula": "C2H2FI", "method": "the ωB97M-V functional and the def2-TZVPD basis", "elements": ["I", "C", "H", "H", "F", "C"], "coordinates": [[0.76, 0.06, -0.31], [-0.94, -0.91, -0.88], [-1.56, -0.91, -0.04], [-0.74, -1.82, -1.28], [1.66, 2.26, 1.10], [0.82, 1.32, 1.41]], "homo_lumo_gap_ev": [8.68, 6.17], "total_charge": 0, "homo_ev": [-8.7, -7.5], "e_above_lowest_ev": 6.160}

---

| no. | E_tot (eV) | largest force on an atom (Eh/bohr) |
| --- | --- | --- |
| 1 | -8293.842 | 0.0121 |
| 2 | -43560.318 | 0.1560 |
| 3 | -112954.247 | 0.1055 |
| 4 | -43966.615 | 0.0179 |
| 5 | -7796.494 | 0.0474 |
| 6 | -12916.988 | 0.0524 |